(1)
{
  "formula": "C54H40IKN2O3P2",
  "method": "the ωB97M-V functional and the def2-TZVPD basis",
  "elements": ["K", "O", "C", "O", "C", "C", "C", "C", "C", "C", "N", "C", "C", "C", "C", "C", "C", "N", "H", "H", "H", "H", "H", "H", "H", "H", "H", "H", "O", "C", "C", "C", "C", "C", "C", "C", "P", "C", "C", "C", "C", "C", "C", "C", "C", "C", "C", "C", "C", "H", "H", "H", "H", "H", "H", "H", "H", "H", "H", "H", "H", "H", "H", "I", "C", "C", "C", "C", "C", "C", "C", "C", "C", "P", "C", "C", "C", "C", "C", "C", "C", "C", "C", "C", "C", "C", "C", "H", "H", "H", "H", "H", "H", "H", "H", "H", "H", "H", "H", "H", "H", "H", "H"],
  "xyz": [[0.362, -0.326, 0.009], [5.566, -5.155, 2.093], [6.161, -4.084, 1.486], [7.362, -4.036, 1.446], [5.267, -3.025, 0.973], [5.860, -1.956, 0.302], [5.119, -0.899, -0.177], [3.719, -0.862, 0.005], [3.125, -1.968, 0.667], [3.877, -3.007, 1.145], [2.873, 0.135, -0.364], [3.304, 1.345, -0.723], [2.368, 2.370, -1.020], [2.811, 3.673, -1.371], [1.915, 4.660, -1.650], [0.542, 4.373, -1.590], [0.193, 3.087, -1.246], [1.032, 2.097, -0.959], [4.610, -5.070, 2.028], [6.933, -1.974, 0.171], [5.613, -0.092, -0.697], [2.052, -1.924, 0.820], [3.359, -3.794, 1.685], [4.356, 1.621, -0.718], [3.876, 3.862, -1.415], [2.259, 5.651, -1.918], [-0.211, 5.111, -1.807], [-0.862, 2.829, -1.206], [0.215, -2.649, -0.798], [0.836, -2.581, -1.816], [0.584, -2.735, -3.275], [0.992, -3.915, -3.888], [0.839, -4.024, -5.262], [0.321, -2.957, -5.992], [-0.057, -1.786, -5.359], [0.066, -1.651, -3.979], [-0.386, -0.117, -3.044], [-2.192, -0.151, -3.384], [-2.865, -1.129, -2.650], [-4.233, -1.293, -2.758], [-4.967, -0.465, -3.597], [-4.313, 0.513, -4.326], [-2.936, 0.668, -4.224], [0.493, 1.110, -4.070], [1.849, 0.817, -4.240], [2.677, 1.672, -4.941], [2.170, 2.851, -5.473], [0.837, 3.165, -5.282], [0.003, 2.304, -4.580], [1.417, -4.723, -3.310], [1.138, -4.935, -5.761], [0.223, -3.042, -7.065], [-0.450, -0.958, -5.940], [-2.313, -1.783, -1.981], [-4.726, -2.064, -2.181], [-6.038, -0.584, -3.680], [-4.869, 1.160, -4.991], [-2.462, 1.419, -4.839], [2.273, -0.082, -3.807], [3.723, 1.423, -5.052], [2.816, 3.523, -6.020], [0.435, 4.093, -5.667], [-1.018, 2.615, -4.411], [-1.596, 2.425, 1.867], [-1.200, 3.031, 3.828], [-1.616, 4.322, 4.036], [-1.540, 4.935, 5.300], [-1.073, 4.210, 6.345], [-0.631, 2.875, 6.167], [-0.177, 2.192, 7.323], [0.275, 0.915, 7.244], [0.325, 0.304, 5.983], [-0.086, 0.912, 4.826], [0.313, -0.079, 3.303], [2.115, -0.260, 3.564], [2.725, -1.271, 4.305], [4.103, -1.315, 4.433], [4.887, -0.342, 3.828], [4.289, 0.677, 3.110], [2.910, 0.716, 2.970], [-0.372, -1.719, 3.740], [0.211, -2.876, 3.226], [-0.381, -4.115, 3.410], [-1.579, -4.221, 4.102], [-2.179, -3.075, 4.600], [-1.584, -1.837, 4.419], [-0.637, 2.240, 4.890], [-2.030, 4.880, 3.210], [-1.870, 5.956, 5.426], [-1.022, 4.630, 7.339], [-0.203, 2.719, 8.267], [0.619, 0.382, 8.118], [0.738, -0.697, 5.929], [2.129, -2.037, 4.777], [4.567, -2.115, 4.992], [5.963, -0.389, 3.908], [4.894, 1.428, 2.622], [2.458, 1.492, 2.366], [1.146, -2.818, 2.685], [0.098, -5.000, 3.013], [-2.040, -5.186, 4.250], [-3.116, -3.142, 5.137], [-2.064, -0.955, 4.821]],
  "forces_ev_per_a": [[-0.5, 1.0, 0.7], [0.1, 0.1, -0.2], [0.0, 0.0, 0.4], [-0.1, -0.1, -0.1], [0.1, -0.1, 0.0], [0.0, 0.1, 0.0], [0.0, 0.0, 0.0], [-0.1, -0.1, 0.1], [0.2, 0.3, -0.1], [-0.1, -0.1, 0.0], [0.2, 0.1, 0.0], [-0.2, -0.2, 0.1], [0.0, 0.2, -0.1], [0.2, -0.2, 0.0], [-0.2, 0.2, 0.0], [0.2, 0.0, 0.0], [-0.2, -0.1, 0.0], [0.2, 0.2, 0.0], [0.0, 0.0, 0.0], [0.0, 0.0, 0.0], [0.0, 0.0, 0.0], [0.2, -0.3, 0.1], [0.0, 0.0, 0.0], [0.1, 0.0, 0.0], [0.0, 0.0, 0.0], [0.0, 0.0, 0.0], [-0.1, 0.1, 0.0], [-0.1, 0.0, 0.0], [0.4, -0.7, -1.6], [-0.3, -0.1, 0.5], [0.0, 0.0, 1.2], [-0.1, 0.0, -0.6], [0.0, 0.1, 0.3], [0.0, -0.1, 0.0], [-0.1, 0.1, 0.1], [0.0, 0.1, -0.1], [-0.1, -0.3, -0.5], [0.1, 0.1, 0.0], [0.0, 0.0, 0.1], [-0.1, 0.0, 0.0], [0.0, 0.0, 0.0], [0.0, 0.0, 0.0], [0.0, 0.0, -0.2], [0.0, -0.2, 0.0], [0.1, 0.0, 0.0], [0.0, 0.0, 0.0], [0.0, 0.0, 0.0], [0.0, 0.0, 0.0], [-0.1, 0.2, 0.1], [0.0, 0.0, 0.1], [0.0, 0.0, 0.0], [0.0, 0.0, 0.0], [0.0, 0.0, 0.0], [0.1, 0.0, 0.0], [0.0, 0.0, 0.0], [0.0, 0.0, 0.0], [0.0, 0.0, 0.0], [0.0, 0.0, 0.0], [0.0, 0.0, 0.0], [0.0, 0.0, 0.0], [0.0, 0.0, 0.0], [0.0, 0.0, 0.0], [0.0, -0.1, 0.0], [0.0, -0.2, -0.1], [0.0, 0.1, 0.3], [0.0, -0.1, 0.1], [0.0, -0.1, -0.1], [0.0, -0.1, 0.0], [0.0, 0.1, 0.3], [0.0, 0.0, -0.1], [0.0, 0.0, -0.1], [0.1, -0.2, 0.2], [-0.2, 0.0, -0.1], [0.1, 0.1, 0.1], [0.0, -0.1, 0.1], [0.1, 0.1, 0.0], [0.0, 0.0, -0.1], [0.1, -0.1, 0.0], [0.0, 0.1, -0.1], [0.0, -0.1, -0.1], [-0.1, 0.1, 0.0], [0.0, 0.0, 0.0], [0.0, -0.1, 0.0], [0.0, 0.0, 0.0], [-0.1, 0.0, 0.0], [0.1, 0.1, 0.0], [0.0, 0.0, -0.2], [0.0, 0.0, 0.0], [0.0, 0.1, 0.0], [0.0, 0.0, 0.1], [0.0, 0.0, 0.1], [0.0, 0.0, 0.1], [0.0, 0.1, 0.0], [-0.1, -0.1, 0.0], [0.0, -0.1, 0.0], [0.1, 0.0, 0.0], [0.0, 0.0, 0.0], [-0.1, 0.1, 0.0], [0.1, 0.0, -0.1], [0.0, 0.0, 0.0], [0.0, -0.1, 0.0], [0.0, 0.0, 0.0], [0.0, 0.0, 0.0]],
  "mulliken_charge": [1.055, -0.536, 0.482, -0.605, 1.090, -0.945, -0.815, -0.487, 0.787, -0.909, 1.805, -1.010, 0.401, -1.127, -0.501, -1.229, -0.731, 0.972, 0.362, 0.473, 0.400, -0.520, -0.019, 0.105, 0.465, 0.431, 0.499, 0.611, -0.551, 0.168, 0.715, -0.752, -0.618, -0.784, -0.324, -0.017, 1.104, 0.827, -0.746, -0.764, -0.499, -0.766, -0.271, 0.635, -0.734, -0.660, -0.612, -0.793, -0.231, 0.554, 0.412, 0.440, 0.429, 0.315, 0.417, 0.380, 0.422, 0.300, 0.230, 0.436, 0.395, 0.402, 0.288, 0.219, -0.201, -0.657, -0.833, -0.885, 1.170, -0.819, -1.417, -0.244, 1.124, 0.643, 1.078, 0.129, -1.068, -0.606, -0.587, -0.690, 0.328, -0.383, -0.665, -0.679, -0.667, -0.943, 0.218, 0.424, 0.386, 0.360, 0.369, 0.449, 0.255, 0.417, 0.438, 0.406, 0.444, 0.266, 0.248, 0.455, 0.407, 0.429, 0.431],
  "homo_energy_ev": [-7.37, -4.99],
  "lumo_energy_ev": [0.016, -0.621],
  "e_above_lowest_kj_mol": 74.4
}

(2)
{
  "formula": "CH6N5S",
  "method": "the ωB97M-V functional and the def2-TZVPD basis",
  "elements": ["C", "N", "N", "N", "N", "N", "S", "H", "H", "H", "H", "H", "H"],
  "xyz": [[-0.033, 0.330, 0.869], [-1.355, 0.200, 1.086], [-1.895, -0.479, 0.276], [-0.832, -1.138, -0.507], [0.302, -0.541, -0.334], [0.744, 0.714, -1.559], [1.061, -0.321, 2.354], [0.337, 1.355, 0.896], [-1.062, -2.005, -0.974], [1.422, 0.044, -1.895], [1.248, 1.355, -0.951], [0.158, 1.165, -2.312], [-0.094, -0.680, 3.050]],
  "forces_ev_per_a": [[5.0, -0.8, 1.4], [-1.8, 2.4, 1.4], [-1.6, -3.0, -1.3], [-0.1, 1.6, 0.5], [-0.9, -0.8, 1.3], [-0.2, 0.4, -0.9], [-2.3, -0.2, -0.5], [-0.4, -0.1, -0.8], [0.5, 0.1, -0.3], [0.1, 0.3, -0.9], [-0.2, 0.4, -0.6], [0.8, -0.5, 1.1], [1.2, 0.2, -0.4]],
  "mulliken_charge": [0.042, 0.006, -0.267, 0.053, -0.043, -0.493, -0.128, 0.329, 0.260, 0.358, 0.339, 0.318, 0.226],
  "homo_energy_ev": -14.03,
  "total_charge": 1,
  "lumo_energy_ev": -5.274,
  "e_above_lowest_kj_mol": 188.1
}

(3)
{
  "formula": "C21H17BrN3O8Ru",
  "method": "the ωB97M-V functional and the def2-TZVPD basis",
  "elements": ["Ru", "O", "C", "O", "C", "O", "C", "C", "O", "O", "H", "H", "H", "H", "H", "Br", "C", "C", "C", "C", "C", "C", "N", "N", "C", "C", "C", "C", "O", "C", "N", "C", "C", "C", "C", "H", "H", "H", "H", "H", "H", "H", "H", "H", "C", "C", "O", "O", "H", "H", "H"],
  "xyz": [[-0.590, 1.727, -1.450], [-1.304, 5.627, 0.076], [-1.584, 4.438, -0.388], [-0.755, 3.528, -0.338], [-2.987, 4.335, -0.947], [-3.385, 3.027, -1.205], [-3.813, 2.281, -0.072], [-2.617, 1.564, 0.531], [-1.906, 0.869, -0.395], [-2.305, 1.598, 1.685], [-0.385, 5.660, 0.392], [-2.988, 4.877, -1.896], [-3.655, 4.864, -0.260], [-4.530, 1.548, -0.441], [-4.280, 2.909, 0.687], [-1.140, -5.815, 5.337], [0.122, -5.175, 4.096], [1.347, -4.696, 4.550], [2.268, -4.218, 3.643], [1.963, -4.206, 2.273], [0.733, -4.715, 1.826], [-0.185, -5.194, 2.740], [2.895, -3.664, 1.419], [2.706, -3.617, 0.154], [2.141, -2.552, -0.483], [1.849, -2.728, -1.835], [1.089, -1.804, -2.563], [0.651, -0.661, -1.947], [-0.182, 0.238, -2.538], [1.075, -0.377, -0.635], [0.728, 0.859, -0.168], [1.032, 1.212, 1.066], [1.772, 0.369, 1.894], [2.159, -0.869, 1.436], [1.800, -1.294, 0.142], [1.573, -4.706, 5.607], [3.232, -3.850, 3.969], [0.514, -4.737, 0.767], [-1.135, -5.587, 2.407], [2.185, -3.643, -2.303], [0.821, -1.996, -3.593], [0.691, 2.184, 1.395], [2.028, 0.700, 2.889], [2.741, -1.520, 2.072], [0.069, 3.610, -4.824], [-0.232, 2.979, -3.518], [0.685, 2.766, -2.644], [-1.391, 2.601, -3.175], [0.677, 4.500, -4.671], [-0.851, 3.849, -5.349], [0.655, 2.906, -5.417]],
  "forces_ev_per_a": [[0.3, -0.3, -0.1], [0.0, 0.0, 0.0], [0.0, 0.0, 0.1], [-0.1, 0.1, 0.0], [0.1, -0.1, 0.0], [-0.1, 0.0, 0.0], [0.1, 0.0, -0.1], [0.2, -0.2, 0.1], [-0.4, 0.3, -0.1], [-0.1, 0.0, 0.0], [0.0, 0.0, 0.0], [0.0, 0.0, 0.0], [0.0, 0.0, 0.0], [0.0, 0.0, 0.1], [0.0, 0.0, 0.0], [0.0, 0.0, 0.0], [0.0, 0.0, 0.0], [0.0, 0.0, 0.0], [0.0, 0.0, 0.0], [0.1, 0.0, -0.1], [-0.1, 0.0, 0.0], [0.0, 0.0, 0.0], [0.0, 0.2, 0.2], [-0.2, 0.0, -0.2], [0.1, -0.1, 0.1], [-0.1, 0.1, -0.1], [0.0, -0.1, 0.0], [-0.2, 0.1, 0.0], [0.1, -0.3, 0.1], [0.1, 0.1, -0.1], [-0.1, -0.1, 0.1], [0.2, 0.1, 0.0], [0.0, 0.0, 0.0], [0.0, 0.0, 0.0], [0.1, 0.0, 0.0], [0.0, 0.0, 0.0], [0.0, 0.0, 0.0], [0.0, 0.0, 0.0], [0.0, 0.0, 0.0], [0.0, 0.0, 0.0], [0.0, 0.0, 0.0], [0.0, 0.0, 0.0], [0.0, 0.0, 0.0], [0.0, 0.0, 0.0], [0.0, 0.0, 0.0], [0.0, 0.0, 0.1], [0.1, 0.1, 0.0], [0.0, 0.1, 0.0], [0.0, 0.0, 0.0], [0.0, 0.0, 0.0], [0.0, 0.0, 0.0]],
  "mulliken_charge": [1.121, -0.454, 0.822, -0.349, -0.718, -0.329, -0.363, 0.498, -0.674, -0.524, 0.398, 0.360, 0.416, 0.335, 0.385, -0.150, 0.122, -0.420, -0.204, 0.381, -0.384, -0.586, -0.547, -0.413, -0.269, -0.454, -0.679, 1.110, -0.758, 0.596, -0.067, -0.067, -1.184, -0.289, 0.321, 0.414, 0.476, 0.425, 0.415, 0.458, 0.500, 0.465, 0.427, 0.664, -1.191, 1.084, -0.534, -0.614, 0.356, 0.355, 0.316],
  "s_squared": 6.076,
  "homo_energy_ev": [-10.04, -11.28],
  "multiplicity": 5,
  "total_charge": 1,
  "lumo_energy_ev": [-3.523, -5.537],
  "e_above_lowest_kj_mol": 31.8
}

(4)
{
  "formula": "C2H8BrN3",
  "method": "the ωB97M-V functional and the def2-TZVPD basis",
  "elements": ["C", "C", "N", "N", "N", "Br", "H", "H", "H", "H", "H", "H", "H", "H"],
  "xyz": [[0.007, 1.551, -0.461], [-0.290, -0.298, 0.805], [-1.188, 1.913, -0.587], [1.246, 1.896, -0.652], [-0.269, -1.418, -0.116], [-1.446, 3.770, -1.465], [0.665, -0.409, 1.385], [-1.164, -0.090, 1.237], [-1.979, 1.898, 0.049], [2.062, 1.319, -0.719], [1.384, 2.765, -1.105], [-1.106, -1.414, -0.606], [-0.357, -2.424, 0.284], [0.462, -1.604, -0.783]],
  "forces_ev_per_a": [[1.0, -5.1, 4.0], [7.1, 1.5, -2.8], [-0.9, 4.4, -2.1], [-1.7, 0.3, -0.6], [-0.7, -3.4, 1.0], [0.3, -1.6, 0.6], [-1.4, 0.8, 0.0], [-3.3, 0.5, 1.7], [0.3, -0.8, 0.2], [0.1, -0.8, 0.4], [0.2, 1.5, -0.6], [-2.2, 0.2, -2.0], [0.3, 1.7, 0.5], [1.0, 0.9, -0.4]],
  "mulliken_charge": [0.731, -0.754, -0.475, -0.271, -0.291, 0.159, 0.393, 0.416, 0.432, 0.285, 0.234, 0.352, 0.417, 0.371],
  "homo_energy_ev": -18.72,
  "total_charge": 2,
  "lumo_energy_ev": -10.341,
  "e_above_lowest_kj_mol": 302.5
}

(5)
{
  "formula": "C8H17NP",
  "method": "the ωB97M-V functional and the def2-TZVPD basis",
  "elements": ["C", "C", "C", "C", "C", "C", "C", "C", "N", "P", "H", "H", "H", "H", "H", "H", "H", "H", "H", "H", "H", "H", "H", "H", "H", "H", "H"],
  "xyz": [[-1.106, 1.711, 0.374], [1.109, 1.913, -1.686], [2.273, -0.311, -1.081], [-1.690, -1.682, 1.332], [0.115, -0.096, 2.578], [-1.870, -0.799, -1.889], [1.309, 0.817, -0.724], [-0.325, -0.931, 1.375], [-1.532, 2.702, 0.755], [-0.320, 0.177, -0.165], [2.007, 2.575, -1.905], [0.340, 2.571, -1.278], [0.884, 1.593, -2.770], [1.835, -1.005, -1.804], [2.533, -0.803, -0.100], [3.197, 0.192, -1.619], [-2.364, -0.928, 1.495], [-1.732, -2.438, 2.206], [-1.711, -2.269, 0.521], [-0.643, 0.201, 3.309], [0.764, 0.711, 2.312], [0.864, -0.580, 3.290], [-1.628, -1.813, -1.634], [-1.728, -0.323, -2.858], [-2.885, -0.686, -1.371], [1.888, 1.108, 0.152], [0.415, -1.608, 1.185]],
  "forces_ev_per_a": [[0.6, -2.0, -0.6], [0.4, 1.7, -2.9], [1.2, 0.2, -0.9], [3.1, -0.2, 5.1], [0.8, -0.8, 2.0], [-4.3, -0.9, -0.7], [1.3, -1.2, 0.5], [-1.7, 1.1, 0.0], [-0.5, 0.8, 0.3], [1.6, 2.0, 2.8], [-0.7, -1.0, 0.9], [0.0, 0.3, -0.6], [-0.2, 0.1, 1.8], [0.3, -0.2, 0.1], [0.2, 0.1, -1.4], [-1.6, -1.2, 1.4], [-2.5, 1.2, -0.1], [0.1, 1.4, -1.1], [-0.7, -1.7, -3.2], [-0.3, 0.3, -0.8], [-0.1, 1.1, -0.4], [-1.0, -0.6, -1.2], [1.2, -0.4, -0.4], [0.2, -0.2, 0.3], [1.4, 0.7, -0.9], [-0.9, 1.1, 0.7], [2.2, -1.9, -0.9]],
  "mulliken_charge": [0.287, -1.411, -1.496, -1.675, -1.341, -1.235, 0.767, 0.527, -0.308, 0.195, 0.385, 0.403, 0.318, 0.388, 0.377, 0.364, 0.506, 0.371, 0.472, 0.383, 0.390, 0.340, 0.445, 0.417, 0.378, 0.293, 0.462],
  "s_squared": 2.008,
  "homo_energy_ev": [-11.68, -15.36],
  "multiplicity": 3,
  "total_charge": 1,
  "lumo_energy_ev": [-3.258, -8.473],
  "e_above_lowest_kj_mol": 211.2
}

(6)
{
  "formula": "C5H13N3",
  "method": "the ωB97M-V functional and the def2-TZVPD basis",
  "elements": ["C", "C", "C", "C", "N", "C", "N", "N", "H", "H", "H", "H", "H", "H", "H", "H", "H", "H", "H", "H", "H"],
  "xyz": [[-1.660, 1.328, 0.043], [-0.512, 0.917, 1.016], [0.746, 0.876, 0.157], [0.843, -0.399, -0.805], [1.377, -1.484, 0.109], [1.170, -2.781, -0.313], [1.417, -3.722, 0.523], [-1.609, 2.656, -0.543], [-2.691, 1.242, 0.526], [-1.751, 0.576, -0.798], [-0.404, 1.619, 1.876], [-0.832, -0.045, 1.525], [0.896, 1.707, -0.573], [1.531, 0.965, 0.828], [-0.196, -0.596, -1.214], [1.446, -0.367, -1.695], [1.533, -1.328, 1.141], [0.901, -3.004, -1.365], [1.255, -4.640, 0.303], [-0.912, 3.287, -0.059], [-2.547, 3.198, -0.682]],
  "forces_ev_per_a": [[-2.9, -0.9, 0.5], [-1.7, 0.4, -0.8], [-0.3, -0.6, -2.9], [-0.9, -0.2, 3.1], [-1.0, 0.2, -1.5], [1.0, -1.4, 1.7], [0.2, 3.2, 1.0], [0.1, 2.8, 0.1], [1.3, -0.2, 0.0], [0.4, 0.6, 0.9], [-0.1, -0.1, -0.8], [0.8, 0.7, -0.9], [-0.8, 0.0, 1.0], [2.2, -0.4, 0.9], [1.0, -0.2, 0.8], [0.7, 0.7, -0.1], [-0.5, -0.3, -2.0], [-0.1, 0.8, 0.4], [-0.5, -2.4, -1.4], [-1.4, -1.0, -0.8], [2.4, -1.7, 0.7]],
  "mulliken_charge": [-0.545, -0.368, -0.866, -0.523, -0.307, 0.043, -0.686, -0.523, 0.299, 0.158, 0.303, 0.258, 0.343, 0.446, 0.227, 0.422, 0.329, 0.333, 0.215, 0.210, 0.233],
  "homo_energy_ev": -8.59,
  "lumo_energy_ev": 1.080,
  "e_above_lowest_kj_mol": 185.5,
  "smiles": "[H]/N=C/NCCCCN"
}